Here is C28H36EuN2O4P as an isolated structure from the Open Molecules 2025 dataset. Energies are from ωB97M-V/def2-TZVPD.

Last column: Mulliken spin population.
Geometry (Å):
Eu1 0.47 -1.38 -0.03  6.96
P1 0.84 2.01 -0.53  0.01
O1 -0.56 -2.47 -1.88  0.01
O2 -0.99 -0.97 1.72  0.01
O3 1.28 -3.44 0.68  0.01
O4 -2.32 -2.39 0.05  0.00
N1 -2.73 -0.27 2.98  0.00
N2 -1.96 -3.38 -3.42  0.00
C1 2.76 1.68 3.04  0.00
C2 0.95 -3.18 3.05  0.00
C3 3.38 -0.82 -1.96  0.00
C4 -1.77 0.23 3.94  0.00
C5 -3.32 -3.75 -3.79  0.00
C6 -2.78 -3.08 -1.14  0.00
C7 1.09 3.48 3.28  0.00
C8 -3.20 -1.42 0.83  0.00
C9 -0.31 5.09 -2.95  0.00
C10 1.38 4.73 -0.74  0.00
C11 2.30 1.28 -1.40  -0.02
C12 4.34 -0.15 -2.70  0.00
C13 1.41 2.31 1.14  -0.01
C14 -1.70 -2.88 -2.20  0.01
C15 2.07 2.63 3.87  0.00
C16 -0.24 3.83 -2.39  0.00
C17 1.27 5.97 -1.46  0.00
C18 -2.25 -0.85 1.91  0.01
C19 0.55 3.68 -1.23  0.01
C20 0.73 3.25 1.95  0.00
C21 -0.82 -3.76 -4.24  0.00
C22 2.40 -0.07 -1.30  -0.01
C23 1.19 -4.17 1.97  0.00
C24 3.38 1.99 -1.93  0.00
C25 0.47 6.13 -2.54  0.00
C26 -4.19 -0.25 3.34  0.00
C27 2.43 1.54 1.72  0.01
C28 4.36 1.28 -2.66  0.00
H1 0.50 4.13 3.99  0.00
H2 5.06 1.82 -3.27  0.00
H3 0.08 -2.61 2.61  0.01
H4 2.12 -4.67 2.15  0.00
H5 -3.76 -2.76 -1.48  0.00
H6 -4.04 -1.95 1.33  0.00
H7 1.82 -2.50 3.18  0.00
H8 -1.04 5.29 -3.77  0.00
H9 2.34 2.86 4.92  0.00
H10 -0.56 -4.84 -4.25  0.00
H11 0.43 7.12 -2.98  0.00
H12 3.41 3.10 -1.92  0.00
H13 -4.26 0.38 4.19  0.00
H14 -3.33 -3.92 -4.89  0.00
H15 -0.92 3.09 -2.76  0.00
H16 -2.28 0.97 4.53  0.00
H17 3.51 1.12 3.57  0.00
H18 0.39 -4.89 1.79  0.00
H19 -4.00 -2.90 -3.53  0.00
H20 -1.12 -3.47 -5.22  0.00
H21 0.02 3.86 1.42  0.00
H22 2.99 0.93 1.02  0.00
H23 -3.54 -0.60 0.23  0.00
H24 1.60 -4.10 0.04  0.00
H25 1.84 4.74 0.22  0.00
H26 -0.88 0.64 3.42  0.00
H27 -2.81 -4.16 -0.86  0.00
H28 0.59 -3.61 4.01  0.00
H29 -4.41 -1.30 3.60  0.00
H30 1.81 6.80 -1.13  0.00
H31 3.32 -1.93 -1.89  0.00
H32 -1.47 -0.64 4.58  0.00
H33 -4.86 0.05 2.52  0.00
H34 -3.61 -4.66 -3.27  0.00
H35 5.12 -0.67 -3.19  0.00
H36 0.03 -3.21 -3.91  0.00

Values from the calculation:
energy above the lowest of the compared OMol25 structures with the same formula, charge and spin: 0.0 kcal per mole
F_max: 4.1 eV/Å
charge: +1
HOMO energy (alpha / beta): -8.59 / -8.70 eV
frontier orbital gap (alpha / beta): 0.2271 / 0.2310 hartree
lowest unoccupied orbital energy (alpha / beta): -2.41 / -2.42 eV
multiplicity: 8